ORCA calculation (ωB97M-V with the def2-TZVPD basis set) on 39 unconnected molecules or ions with the total composition BF4H76O38 in a non-equilibrium geometry.

Calculated values
charge: -1
largest force on an atom: 3.29 eV Å⁻¹
HOMO: -8.690 eV
gap between HOMO and LUMO: 10.5 eV
total energy: -90603.0697 eV

The geometry in XYZ format:
```
119
Properties=species:S:1:pos:R:3:forces:R:3:lowdin_charge:R:1
O 0.78080 2.96597 -1.95269 -1.07 -1.23 0.74 -0.06
H -3.76468 1.23447 5.04721 1.33 0.10 0.08 0.06
H 5.74498 -2.84464 -0.35744 0.15 -0.08 1.18 -0.02
H 1.87642 -2.45163 4.17777 -0.04 0.26 -0.29 0.02
O 2.07196 -0.26185 -5.14696 0.15 0.41 0.62 -0.08
O -4.91589 0.52491 1.15543 -0.46 0.40 -0.23 -0.12
O -1.81183 3.07791 -1.31132 -0.89 -1.35 -1.10 -0.08
H 1.49131 -0.50331 -5.87115 -0.33 -0.28 -0.21 0.02
H -2.40980 2.34171 1.86060 0.50 0.05 -0.51 0.03
H -2.31335 6.44245 5.60816 0.24 0.29 0.54 0.04
O -0.72574 -2.50644 -2.17940 0.74 1.67 0.03 -0.08
H -1.83998 6.08309 2.81031 -0.07 0.87 0.76 0.02
H -1.46256 -1.35007 3.71587 -0.48 -0.63 -0.47 0.06
H 4.71006 -1.74797 1.82598 0.64 -0.02 -0.66 -0.01
H -5.50480 4.59191 1.56804 -0.29 -0.34 0.16 0.05
H 0.76375 1.88566 1.98093 0.03 -0.16 -0.28 0.04
H 1.27466 -2.37202 -7.18525 2.09 -1.28 -0.36 0.01
H 0.26012 -6.16863 0.75828 -0.59 -0.52 0.20 0.05
O 3.17371 -4.67492 -3.32317 0.90 0.33 -1.46 -0.07
O -0.43047 -4.44526 3.52187 -0.14 0.57 1.26 -0.07
O -2.65988 6.18526 4.76128 -0.06 -0.60 -0.47 -0.05
O 1.74920 4.47782 0.86113 1.14 -0.69 0.29 -0.09
H -3.19305 1.49305 -3.30160 -0.15 -0.34 -0.50 0.02
H -5.60497 0.93436 0.56743 1.40 -0.18 0.76 0.08
H 0.23047 -3.28764 -3.53810 -0.01 -0.37 -1.35 0.04
H -5.71758 3.70748 -0.73333 0.24 1.52 1.14 -0.03
H 3.38721 1.73836 -3.45640 0.34 0.05 0.15 0.03
H 1.39258 1.79123 3.35255 0.80 -0.35 0.71 0.01
H -2.52747 5.22269 4.74400 -0.10 0.16 -0.11 0.04
O -4.79645 -0.07005 3.95684 -0.04 0.53 -0.46 -0.07
O -2.60023 -0.35795 -3.78371 0.12 0.84 -0.43 -0.03
H 1.91311 -3.37422 0.15227 0.77 -0.52 0.14 0.04
O -2.51870 -3.97380 -0.85772 -0.15 0.32 0.18 -0.05
H -3.80279 2.33595 -4.46470 0.16 -0.20 0.12 0.06
O -1.52092 2.97267 3.44929 -0.61 -0.12 0.51 -0.08
H -0.88940 -3.61998 3.84554 0.44 -0.81 -0.55 0.03
H -4.05219 1.05421 1.18554 -0.87 0.14 -0.68 0.02
H -1.15940 5.50736 0.47164 0.53 -0.23 -1.58 0.05
F 0.00884 -0.88771 1.87675 0.35 0.26 -0.10 0.13
H -4.61886 5.61920 1.02258 1.27 0.77 0.00 0.01
H 0.74059 1.24036 -2.56858 -0.26 0.36 -0.30 0.01
H 1.48824 0.05071 -4.40158 0.30 -0.32 -0.56 0.02
H 3.39665 1.07378 4.05903 -1.18 0.19 0.57 0.08
O 2.50458 -4.16159 0.22279 -1.23 0.44 0.24 -0.06
H 5.00864 -1.63249 -4.62361 0.19 -0.16 0.16 0.05
O -3.09956 -1.46953 0.87097 1.11 -2.25 0.42 -0.01
H -0.58306 2.73478 3.39166 0.57 0.14 -0.45 0.01
H 2.41319 0.04015 4.59680 -0.33 1.14 -0.05 0.04
H -2.36455 -0.91417 0.65787 1.19 0.67 -0.31 0.01
H 0.02304 -2.53425 -6.34735 0.06 -0.45 0.66 0.01
O 3.20748 2.59797 -0.98519 1.54 -0.27 0.36 -0.05
H -2.63470 -3.24480 -0.21727 -0.17 -0.19 -0.12 0.03
H 3.63362 0.03774 -1.61888 0.38 0.65 -0.17 0.03
H -1.85929 2.35587 4.13759 -0.24 0.49 -0.23 0.01
O 0.46760 -1.98038 -6.98300 -2.02 1.80 -0.20 -0.02
H -4.78943 0.19929 3.00611 -0.28 -0.30 0.53 0.02
H -1.64253 -0.35715 -3.80300 0.72 0.48 -0.16 0.02
H 2.26460 -4.37891 -3.30273 -0.57 0.17 0.21 0.00
B 0.47922 -0.60521 0.58527 -0.57 0.40 0.64 -1.15
O -3.50092 2.37951 -3.55232 -0.06 0.34 0.47 -0.06
O -0.07390 -5.67120 0.00367 0.84 0.43 0.39 -0.05
O 2.51862 1.04303 4.52412 1.41 -1.60 -0.58 -0.10
O 4.00253 -1.63368 2.45512 -0.39 2.31 -1.12 -0.02
H 1.18495 -0.18409 -2.44063 -0.69 0.26 -0.78 0.06
O 4.70784 -3.26737 -1.42579 -0.41 -0.44 -0.98 -0.08
H 3.49006 1.86713 -0.41754 -0.22 0.29 -0.06 0.04
H 0.20578 -4.58572 -4.49784 0.27 1.36 0.28 0.07
H -2.35981 3.03350 -2.13189 0.40 0.16 0.71 0.05
H -5.35108 2.89691 -1.91782 -0.69 -0.38 0.71 0.04
H -2.71507 -1.16280 -3.31020 -0.66 -1.21 0.77 0.02
H 3.72104 0.62732 -4.39102 -0.55 -0.68 -0.85 -0.03
O -1.89086 -2.19694 3.47426 -0.93 0.92 -0.85 -0.09
H 0.62484 3.58199 -2.65344 -0.01 0.66 -0.66 0.07
O 2.29105 -4.07149 3.21579 3.20 0.77 0.04 -0.04
H 2.28400 2.46389 -1.17203 -0.93 0.09 -0.01 -0.03
H -0.74848 -4.50613 2.63234 -0.29 -0.10 -0.89 0.02
H -3.83089 -0.89313 0.81703 -2.02 1.17 -0.05 -0.02
F 1.27984 -1.67728 0.14156 -0.21 0.40 -0.29 0.11
H 3.47061 -4.22000 -4.15552 -0.15 -0.44 1.08 0.05
O -5.42614 5.18105 0.81679 -0.86 -0.51 -0.19 -0.03
O -0.78953 5.23010 -0.43529 -0.53 0.68 1.52 -0.08
O -1.97372 5.59511 2.00757 0.18 -1.06 -0.49 -0.04
H 4.06092 -2.38342 2.98182 -0.13 -2.22 1.63 -0.02
H 0.07139 4.84435 -0.20809 0.36 0.06 0.06 0.01
F -0.69871 -0.45909 -0.23352 0.87 -0.09 -0.01 0.07
F 1.23830 0.60141 0.56676 -0.47 -0.69 -0.23 0.11
H 2.65236 4.34079 0.47117 -1.34 0.03 0.26 0.05
O 3.13022 -0.75715 -1.75768 -0.49 -0.83 0.02 -0.03
H 4.54617 -3.79132 -2.24826 -0.19 0.36 0.71 0.06
H -1.28960 -3.17746 -1.77976 -0.62 0.00 0.30 -0.01
H -2.81836 1.37355 6.25241 0.22 -0.33 1.46 0.03
H 0.73797 -5.13517 -0.09401 -0.15 0.20 -0.63 0.01
H 3.29706 -3.91868 -0.27388 0.29 0.03 -0.26 0.02
O 6.18918 -2.39259 0.42281 0.79 0.77 -1.73 -0.11
O -2.87251 1.58615 5.34398 -1.58 -0.09 -1.56 -0.05
O 1.50236 -1.59181 4.44912 0.11 0.00 0.57 -0.05
H 1.41759 -4.29404 3.39183 -3.04 -0.85 0.37 -0.05
H 0.89586 -1.34206 3.74816 0.04 -0.11 -0.45 0.02
H 4.35262 -2.38510 -1.62986 -0.25 0.09 -0.28 0.04
H -1.61330 4.72473 2.26664 -0.37 0.03 -0.06 0.04
H -0.14986 2.71627 -1.64819 0.77 0.62 -0.18 0.06
H -4.56237 -1.00118 3.95700 0.18 -0.09 0.00 0.04
H 1.69001 3.76965 1.55297 -0.03 0.69 -0.53 0.02
O 4.12536 1.18227 -3.74317 0.34 0.89 0.81 -0.05
H -2.37760 -2.03570 2.59666 0.98 0.00 1.41 0.06
O 4.20676 -2.03935 -4.27881 -0.18 0.44 -0.75 -0.06
H -1.77514 -4.49138 -0.53472 0.15 -0.49 0.45 0.01
H 2.66289 -0.95085 -0.93430 0.02 0.03 0.26 0.03
H 6.76863 -1.80429 -0.12823 -0.48 -0.47 1.25 0.06
O 1.01191 2.42905 2.73921 -0.54 0.41 -0.54 -0.05
H -0.72796 -1.70351 -1.57456 0.06 -1.39 -0.85 0.05
H -2.31375 2.09935 0.21325 -0.12 0.25 1.11 0.05
O -5.96184 2.89931 -1.13995 0.57 -1.23 -1.76 -0.06
O -2.57327 1.74341 1.10552 -0.21 -0.27 -0.50 -0.06
H 3.51518 -1.44271 -4.65104 -0.10 -0.51 0.48 0.01
O 0.56295 0.37725 -2.98214 1.03 -0.82 0.92 -0.05
H -1.59996 4.00748 -1.11226 0.15 0.75 0.38 0.00
H 2.43614 -4.12988 2.26653 -0.02 0.07 -0.38 0.01
O 0.49914 -3.63973 -4.45156 -0.46 -0.86 1.11 -0.10
```
Positions in Å, forces in eV/Å.

***

ORCA calculation (ωB97M-V with the def2-TZVPD basis set) on 2 unconnected molecules or ions with the total composition C2H6ClN3 in a non-equilibrium geometry.

Calculated values
charge: +2
largest force on an atom: 5.51 eV Å⁻¹
HOMO (alpha / beta): -19.681 / -19.678 eV
gap between HOMO and LUMO (alpha / beta): 7.8 / 7.8 eV
total energy: -19141.8743 eV

The geometry in XYZ format:
```
12
Properties=species:S:1:pos:R:3:forces:R:3:lowdin_charge:R:1
N 2.23296 0.94738 0.09381 3.76 1.47 -1.75 0.20
H 2.74794 1.41791 -0.72605 -1.62 -0.80 1.39 0.20
H 0.47639 1.14703 -0.84772 0.08 -0.18 -0.82 0.16
H 2.97541 0.81186 0.80593 -1.51 -0.51 0.14 0.18
N 0.19273 0.19209 0.85221 -5.09 -2.11 0.03 0.20
Cl -2.89872 0.48922 0.85221 -0.10 -0.27 -0.57 1.07
C 0.96661 0.70902 0.00006 1.27 1.47 -0.79 -0.28
N -1.75710 -1.42806 -0.72209 0.44 2.24 1.22 0.24
H -0.86973 -1.72958 -1.10239 0.65 0.10 0.17 0.16
H 0.25402 -0.14150 1.80730 0.35 -0.16 -0.06 0.14
C -1.82769 -0.35774 0.02587 2.75 -1.67 0.84 -0.46
H -2.49282 -2.05762 -1.03915 -0.98 0.42 0.19 0.19
```
Positions in Å, forces in eV/Å.

***

ORCA calculation (ωB97M-V with the def2-TZVPD basis set) on a molecular structure, C3OPr in a non-equilibrium geometry.

Calculated values
⟨S²⟩: 3.75
charge: +2
largest force on an atom: 5.28 eV Å⁻¹
spin multiplicity: 4
HOMO (alpha / beta): -17.461 / -18.836 eV
gap between HOMO and LUMO (alpha / beta): 8.0 / 9.4 eV
total energy: -19200.4262 eV

The geometry in XYZ format:
```
5
Properties=species:S:1:pos:R:3:forces:R:3:mulliken_spin:R:1
O 1.56814 -2.54328 0.81436 1.28 -1.41 -4.11 0.00
C 0.19404 -0.50996 0.27462 0.55 0.04 0.47 0.00
C 1.51358 -2.41016 -0.55347 -0.35 0.31 5.26 0.00
Pr -1.32110 1.72607 -0.24056 0.31 -0.46 0.08 3.00
C 0.94789 -1.36323 0.79856 -1.79 1.51 -1.71 0.00
```
Positions in Å, forces in eV/Å.

***

ORCA calculation (ωB97M-V with the def2-TZVPD basis set) on 2 unconnected molecules or ions with the total composition C11H14N2O in a non-equilibrium geometry.

Calculated values
charge: 0
largest force on an atom: 2.36 eV Å⁻¹
HOMO: -8.248 eV
gap between HOMO and LUMO: 8.9 eV
SMILES: Cc1ccc(O)cc1.Cc1c[nH]cn1
total energy: -16661.3025 eV

The geometry in XYZ format:
```
28
Properties=species:S:1:pos:R:3:forces:R:3:lowdin_charge:R:1
C -2.25792 -0.15712 0.85446 0.45 0.92 -0.95 -0.07
H -2.50422 -1.19438 0.70562 -0.57 0.05 0.46 0.11
H 3.29405 -1.72022 2.13685 -0.54 0.30 -0.60 0.12
H 1.06080 0.68133 -3.83258 -0.28 0.40 0.34 0.08
C -2.65756 0.94121 1.58793 0.40 -1.40 0.86 -0.35
H -0.24969 2.22031 -0.05372 0.32 -0.17 0.03 0.11
H -0.31515 -0.26130 -3.06098 -0.22 0.44 -0.37 0.07
O 2.94487 -0.84188 1.91281 0.15 0.05 0.70 0.03
H 1.35481 -2.55903 0.63509 0.61 -0.31 0.03 0.12
H -4.70767 0.93143 2.26423 -0.05 0.28 0.10 0.07
C 2.40115 -0.68792 0.66028 1.15 -0.49 0.79 -0.33
N -1.23767 0.30923 0.05476 0.52 -0.38 0.22 0.05
C 0.75409 -0.16374 -3.22439 0.90 -1.08 0.07 -0.05
C -3.70339 0.82063 2.67366 0.23 -0.07 -0.66 -0.05
H -3.63947 -0.20861 3.02948 -0.09 0.11 0.28 0.07
C 1.73181 -1.73845 0.03650 -1.47 0.44 0.10 -0.02
H -3.54456 1.50865 3.49711 0.00 0.09 0.00 0.07
C 2.63326 0.53273 0.06289 0.07 -0.44 -2.32 0.01
H -0.65390 -0.31362 -0.48790 0.08 0.41 -0.03 0.10
C 1.16940 -1.53672 -1.21425 1.14 0.83 0.26 -0.08
C 2.20514 0.65801 -1.28588 -0.62 0.33 1.27 -0.04
C 1.43343 -0.31935 -1.87178 -0.67 -0.64 -0.94 -0.32
H 3.29169 1.28341 0.46806 -0.18 0.00 0.47 0.12
H 0.57388 -2.29681 -1.70010 -0.08 -0.07 0.03 0.12
C -0.95474 1.57631 0.43909 -0.75 0.19 -0.10 -0.21
H 1.06039 -1.03909 -3.81440 -0.25 0.11 -0.04 0.08
H 2.31311 1.58655 -1.83305 0.33 0.05 0.11 0.11
N -1.79594 1.98846 1.36022 -0.56 0.04 -0.11 0.09
```
Positions in Å, forces in eV/Å.

***

Look up the total energy of the second one.
-19141.8743 eV

***

largest force on an atom of number 4 (C11H14N2O)?
2.36 eV Å⁻¹

***

Which value of charge does entry 1 give?
-1